{"formula": "C32H30F5N3PmS6", "method": "ωB97M-V/def2-TZVPD", "charge": -1, "de_lowest_kj_mol": 0.0, "spin_multiplicity": 5, "e_tot_ev": -133298.619, "elements": ["Pm", "C", "C", "S", "C", "C", "S", "C", "C", "S", "C", "C", "S", "H", "H", "H", "H", "H", "H", "H", "H", "H", "H", "H", "H", "H", "H", "H", "H", "S", "C", "C", "C", "C", "C", "C", "S", "H", "H", "H", "H", "N", "C", "C", "C", "C", "C", "C", "C", "C", "C", "C", "C", "C", "N", "C", "C", "C", "C", "N", "H", "H", "H", "H", "H", "H", "H", "H", "H", "H", "F", "C", "F", "C", "F", "F", "F"], "xyz": [[-0.621, -1.655, -0.780], [1.265, 2.479, 1.590], [1.131, 3.420, 0.411], [1.765, 2.745, -1.142], [3.549, 2.713, -0.762], [4.258, 1.777, -1.733], [3.558, 0.082, -1.799], [4.661, -0.746, -0.610], [4.339, -0.476, 0.853], [2.809, -1.346, 1.381], [2.443, -0.315, 2.849], [0.985, 0.148, 2.952], [0.312, 0.913, 1.448], [0.889, 2.975, 2.488], [2.314, 2.221, 1.739], [1.662, 4.353, 0.610], [0.080, 3.632, 0.207], [3.691, 2.386, 0.267], [3.935, 3.731, -0.871], [5.317, 1.694, -1.485], [4.156, 2.155, -2.751], [5.679, -0.428, -0.842], [4.551, -1.806, -0.835], [4.196, 0.591, 1.025], [5.159, -0.833, 1.480], [3.116, 0.542, 2.803], [2.682, -0.898, 3.740], [0.893, 0.862, 3.774], [0.323, -0.695, 3.139], [-1.338, -3.123, -3.021], [-0.294, -4.534, -2.908], [-0.648, -5.660, -3.662], [0.079, -6.835, -3.617], [1.189, -6.924, -2.786], [1.574, -5.814, -2.057], [0.876, -4.602, -2.124], [1.582, -3.231, -1.282], [-1.524, -5.581, -4.294], [-0.213, -7.678, -4.233], [1.758, -7.843, -2.720], [2.444, -5.850, -1.412], [-3.321, 7.370, 3.085], [-3.243, 6.368, 2.527], [-3.136, 5.134, 1.821], [-2.654, 3.988, 2.458], [-2.523, 2.811, 1.749], [-2.839, 2.742, 0.387], [-3.377, 3.876, -0.222], [-3.522, 5.056, 0.482], [-2.561, 1.474, -0.331], [-1.749, 1.494, -1.490], [-1.506, 2.591, -2.361], [-0.856, 2.082, -3.466], [-0.658, 0.713, -3.210], [-1.168, 0.356, -2.032], [-3.153, 0.318, 0.198], [-4.243, 0.279, 1.121], [-4.644, -1.032, 1.196], [-3.783, -1.755, 0.339], [-2.904, -0.966, -0.262], [-2.382, 4.024, 3.504], [-2.149, 1.926, 2.238], [-3.719, 3.823, -1.246], [-3.932, 5.937, 0.005], [-1.804, 3.615, -2.210], [-0.547, 2.618, -4.348], [-0.171, -0.017, -3.844], [-4.686, 1.127, 1.618], [-5.448, -1.447, 1.782], [-3.806, -2.817, 0.135], [-1.165, -3.591, 0.433], [-0.273, -2.952, 1.382], [-1.063, -1.761, 1.679], [-0.390, -3.783, 2.636], [0.278, -4.937, 2.515], [-1.647, -4.100, 3.028], [0.165, -3.107, 3.672]]}

{"formula": "C32H30F6N3S", "method": "ωB97M-V/def2-TZVPD", "smiles": "CC1(C)N=C(SCC#N)C(C)(C)/[N+]1=C/[C@H](c1ccccc1)C(c1ccc(C(F)(F)F)cc1)c1ccc(C(F)(F)F)cc1", "charge": 1, "de_lowest_kj_mol": 2.6, "e_tot_ev": -65274.870, "elements": ["F", "C", "F", "F", "C", "C", "C", "C", "C", "C", "C", "C", "C", "C", "F", "F", "F", "C", "C", "C", "C", "H", "H", "H", "H", "H", "H", "H", "H", "H", "C", "C", "C", "N", "C", "S", "C", "C", "N", "C", "C", "C", "N", "C", "C", "C", "C", "C", "C", "C", "C", "H", "H", "H", "H", "H", "H", "H", "H", "H", "H", "H", "H", "H", "H", "H", "H", "H", "H", "H", "H", "H"], "xyz": [[-5.151, 1.710, 2.200], [-5.122, 0.390, 1.827], [-6.240, -0.206, 2.346], [-5.238, 0.358, 0.457], [-3.852, -0.277, 2.295], [-3.913, -1.502, 2.936], [-2.739, -2.087, 3.391], [-1.523, -1.385, 3.358], [-0.235, -2.055, 3.931], [1.038, -1.370, 3.363], [1.304, -0.027, 3.597], [2.473, 0.557, 3.102], [3.356, -0.240, 2.374], [4.625, 0.375, 1.858], [5.720, -0.324, 2.303], [4.682, 0.391, 0.486], [4.788, 1.664, 2.274], [3.099, -1.577, 2.105], [1.925, -2.121, 2.581], [-1.476, -0.246, 2.550], [-2.630, 0.344, 2.045], [-4.865, -2.033, 3.051], [-2.736, -3.114, 3.758], [-0.209, -3.017, 3.371], [0.581, 0.593, 4.129], [2.673, 1.612, 3.251], [3.800, -2.179, 1.516], [1.705, -3.173, 2.391], [-0.526, 0.194, 2.250], [-2.572, 1.240, 1.433], [-2.360, -3.811, 8.149], [-2.413, -2.358, 7.672], [-3.170, -2.230, 6.366], [-3.148, -1.554, 8.690], [-2.298, -0.888, 9.400], [-2.805, 0.137, 10.682], [-4.551, 0.312, 9.995], [-5.316, 1.335, 10.753], [-5.903, 2.150, 11.342], [-0.833, -1.102, 8.978], [-0.077, 0.218, 8.924], [-0.199, -2.044, 10.005], [-1.050, -1.720, 7.641], [-0.260, -1.560, 6.572], [-0.121, -2.500, 5.371], [1.274, -3.179, 5.515], [1.379, -4.554, 5.281], [2.629, -5.142, 5.070], [3.790, -4.365, 5.108], [3.696, -3.011, 5.433], [2.448, -2.431, 5.680], [-3.362, -4.244, 8.041], [-1.663, -4.418, 7.555], [-2.093, -3.874, 9.209], [-4.249, -2.272, 6.576], [-2.946, -1.259, 5.904], [-2.908, -3.057, 5.700], [-4.465, 0.618, 8.943], [-5.033, -0.671, 10.080], [-0.235, 0.744, 9.878], [1.001, 0.048, 8.802], [-0.464, 0.860, 8.121], [-0.125, -1.497, 10.955], [-0.802, -2.936, 10.207], [0.816, -2.355, 9.720], [0.635, -0.958, 6.762], [-0.869, -3.293, 5.539], [0.475, -5.171, 5.218], [2.706, -6.214, 4.870], [4.762, -4.808, 4.871], [4.591, -2.382, 5.486], [2.390, -1.363, 5.903]]}

{"formula": "C32H30INO2PdS2", "method": "ωB97M-V/def2-TZVPD", "charge": 2, "de_lowest_kj_mol": 39.1, "spin_multiplicity": 5, "e_tot_ev": -72486.635, "elements": ["Pd", "C", "C", "C", "C", "C", "C", "C", "C", "C", "C", "C", "C", "C", "C", "C", "N", "H", "H", "H", "H", "H", "H", "H", "H", "H", "H", "O", "S", "C", "C", "C", "C", "S", "O", "C", "C", "C", "C", "C", "C", "C", "C", "C", "C", "C", "C", "H", "H", "H", "H", "H", "H", "H", "H", "H", "H", "H", "H", "H", "H", "H", "H", "H", "H", "I", "C", "H", "H"], "xyz": [[0.217, 1.808, 0.608], [2.965, 5.333, 0.882], [2.084, 6.396, 0.970], [0.721, 6.162, 0.950], [0.219, 4.865, 0.827], [1.114, 3.791, 0.722], [2.473, 4.036, 0.753], [-1.217, 4.595, 0.792], [-2.208, 5.603, 0.871], [-3.525, 5.275, 0.771], [-3.909, 3.924, 0.620], [-5.247, 3.495, 0.526], [-5.530, 2.163, 0.405], [-4.496, 1.212, 0.379], [-3.189, 1.610, 0.465], [-2.863, 2.973, 0.585], [-1.562, 3.325, 0.662], [4.033, 5.499, 0.919], [2.458, 7.407, 1.059], [0.046, 7.000, 1.040], [3.204, 3.242, 0.686], [-1.923, 6.633, 1.009], [-4.291, 6.039, 0.804], [-6.041, 4.229, 0.563], [-6.555, 1.829, 0.331], [-4.742, 0.159, 0.300], [-2.467, -0.143, 0.385], [-2.122, 0.748, 0.440], [-2.576, -4.007, 0.965], [-1.158, -3.345, 1.893], [0.013, -4.320, 1.805], [1.221, -3.793, 1.020], [2.020, -2.711, 1.764], [2.217, -0.971, 1.086], [0.801, -0.427, 0.869], [2.838, -1.375, -0.549], [2.277, -0.764, -1.658], [2.839, -0.975, -2.908], [3.954, -1.791, -3.041], [4.516, -2.391, -1.923], [3.969, -2.171, -0.668], [-1.988, -4.217, -0.666], [-2.425, -5.367, -1.349], [-2.024, -5.573, -2.649], [-1.205, -4.633, -3.279], [-0.779, -3.488, -2.602], [-1.162, -3.267, -1.299], [-1.555, -3.238, 2.903], [-0.887, -2.353, 1.522], [-0.333, -5.250, 1.349], [0.345, -4.580, 2.811], [0.917, -3.449, 0.030], [1.887, -4.642, 0.866], [3.061, -3.012, 1.868], [1.619, -2.519, 2.761], [1.413, -0.118, -1.545], [2.423, -0.488, -3.780], [4.396, -1.950, -4.015], [5.391, -3.019, -2.023], [4.432, -2.607, 0.208], [-3.060, -6.086, -0.847], [-2.341, -6.463, -3.174], [-0.908, -4.789, -4.308], [-0.149, -2.767, -3.103], [-0.847, -2.366, -0.788], [5.066, 1.383, 0.577], [3.010, 1.344, 0.829], [2.667, 1.714, 1.787], [2.456, 1.630, -0.059]]}